{
  "formula": "C2H2F2S",
  "method": "ωB97M-V/def2-TZVPD",
  "e_homo_ev": [-4.96, -9.87],
  "relative_energy_kcal_mol": 48.55,
  "total_charge": 0,
  "orbital_gap_ev": [5.8, 7.0],
  "total_energy_ev": -18369.384,
  "s2": 2.006,
  "spin_multiplicity": 3,
  "species": ["C", "C", "F", "F", "S", "H", "H"],
  "coordinates": [[-0.213, -0.195, 1.207], [0.455, -1.180, -0.285], [-1.122, -0.881, 1.924], [-0.096, -2.370, -0.568], [1.482, -0.751, 1.115], [-0.445, 0.944, 1.036], [0.368, -0.467, -0.987]]
}